No. 1
{
  "formula": "C4H12",
  "method": "ωB97M-V with the def2-TZVPD basis set",
  "species": ["C", "C", "H", "H", "H", "H", "H", "H", "C", "C", "H", "H", "H", "H", "H", "H"],
  "xyz": [[-2.019, -1.805, -0.119], [-1.403, -0.592, 0.425], [-1.470, -2.658, -0.508], [-2.826, -2.296, 0.550], [-2.428, -1.735, -1.087], [-0.220, -0.626, 0.519], [-1.670, 0.166, -0.253], [-1.882, -0.282, 1.425], [2.430, 0.967, 0.020], [1.038, 1.474, -0.274], [2.929, 0.691, -0.912], [2.991, 1.615, 0.653], [2.286, 0.044, 0.593], [1.205, 2.323, -0.965], [0.390, 1.611, 0.624], [0.413, 0.890, -0.953]],
  "atomic_forces_ev_per_a": [[-2.0090, -3.7092, 0.7007], [2.1333, 0.5696, 2.3542], [1.4817, -0.3099, 1.2515], [1.2185, 0.9027, -1.0367], [-1.5556, 1.4097, -1.1270], [-2.6535, 0.0026, -0.0126], [0.1522, 1.4652, -0.6539], [1.0216, -0.5889, -1.3524], [-1.2204, -2.0390, 0.0253], [-0.4683, 1.1063, -1.1263], [0.2699, 0.2709, 0.2594], [0.5240, 0.6947, 0.1166], [0.4742, -0.1562, -0.0053], [-0.5994, 0.5891, 1.0721], [0.7457, 0.5955, -0.7028], [0.4852, -0.8032, 0.2370]],
  "lowdin_charge": [-0.2158, -0.1987, 0.0593, 0.0995, 0.0379, 0.0952, 0.0348, 0.0994, -0.1707, -0.2110, 0.0712, 0.0533, 0.0567, 0.0696, 0.0771, 0.0421],
  "lumo_ev": 1.1,
  "smiles": "CC.CC",
  "fmax_ha_per_bohr": 0.08316,
  "spin_multiplicity": 1
}


No. 2
{
  "formula": "C4H12N3",
  "method": "ωB97M-V with the def2-TZVPD basis set",
  "species": ["N", "C", "N", "H", "H", "H", "H", "C", "C", "C", "N", "H", "H", "H", "H", "H", "H", "H", "H"],
  "xyz": [[0.661, -1.164, 1.888], [1.937, -0.557, 1.840], [2.091, 0.533, 1.219], [0.014, -0.424, 2.156], [0.642, -1.872, 2.613], [2.753, -1.090, 2.333], [3.020, 0.901, 1.417], [-1.907, 1.927, -1.301], [-0.948, 0.890, -0.891], [-0.968, -0.345, -1.390], [0.050, -1.315, -0.944], [-2.502, 1.651, -2.171], [-2.552, 2.317, -0.511], [-1.399, 2.851, -1.606], [-0.205, 1.057, -0.113], [-1.711, -0.762, -2.053], [0.200, -1.268, 0.094], [-0.150, -2.256, -1.262], [0.973, -1.073, -1.317]],
  "atomic_forces_ev_per_a": [[0.2146, 0.4214, 0.3111], [0.3740, 0.2175, -0.1877], [-0.1878, -0.0853, 0.5111], [-0.2035, -0.2216, -0.1258], [-0.1765, -0.1981, -0.1474], [-0.1721, -0.0752, 0.1162], [0.0364, -0.0465, -0.5078], [-0.1563, 1.4239, -0.4567], [-0.0486, -1.3512, 0.0715], [-0.2235, 0.5775, 0.3121], [0.7240, 0.5131, -0.0439], [-0.1224, -0.2705, 0.2035], [-0.0612, -0.5447, 0.1831], [0.3189, -0.2862, -0.0187], [0.0772, 0.5129, -0.1562], [0.1103, 0.1166, -0.2219], [-0.2405, -0.5071, 0.1437], [-0.1498, -0.2160, 0.2215], [-0.1131, 0.0196, -0.2077]],
  "lowdin_charge": [0.0341, -0.3325, 0.0920, 0.1099, 0.1037, 0.1281, 0.0644, -0.0785, -0.1224, -0.0875, 0.1737, 0.0878, 0.0928, 0.0950, 0.0941, 0.1262, 0.0877, 0.1641, 0.1673],
  "total_charge": 1,
  "lumo_ev": -3.0,
  "fmax_ha_per_bohr": 0.02924,
  "spin_multiplicity": 1
}


No. 3
{
  "formula": "C5H10ClNS",
  "method": "ωB97M-V with the def2-TZVPD basis set",
  "species": ["C", "C", "C", "C", "C", "H", "H", "H", "H", "H", "H", "H", "H", "H", "H", "N", "S", "Cl"],
  "xyz": [[-1.538, 0.717, 0.420], [-1.242, -0.474, -0.429], [0.188, -0.995, -0.410], [1.345, -0.267, -1.052], [0.863, -0.574, 1.034], [0.323, 2.099, -0.093], [-2.754, 0.897, 0.938], [-0.829, 0.695, 1.460], [-1.554, 0.259, -1.390], [0.243, -2.095, -0.521], [1.000, 0.815, -1.285], [1.553, -1.002, -1.795], [2.666, 0.193, 0.353], [1.006, -1.194, 1.905], [0.306, 0.481, 1.160], [2.063, -0.510, 0.071], [-1.139, 2.506, -0.221], [-2.500, -1.551, -0.146]],
  "atomic_forces_ev_per_a": [[-1.7830, 3.6597, 6.3468], [-0.6901, 4.7484, -3.9107], [-2.2898, -0.5211, 3.6374], [-3.8260, 0.4306, -2.3792], [0.4100, 1.3727, -4.1569], [-2.7489, 1.4197, -0.3767], [3.7595, -1.0188, -2.1311], [-3.5050, 0.3033, -2.4268], [1.1624, -2.9969, 0.9297], [-0.2065, 0.7092, -0.2174], [1.0575, -1.7124, -0.3028], [1.0616, 0.8904, -1.9902], [1.8869, 1.4240, 0.3932], [-0.3575, -0.1297, 0.1423], [3.2212, -2.4236, 0.4719], [1.4334, -0.6629, 5.0385], [2.8683, -2.9994, 0.7104], [-1.4542, -2.4932, 0.2216]],
  "lowdin_charge": [-0.6619, -0.8844, -0.2839, -0.2547, -0.0610, -0.0673, 0.1536, 0.0819, 0.1410, 0.1400, 0.1167, 0.1096, 0.0742, 0.1014, 0.0515, -0.0625, 0.5980, 0.7077],
  "lumo_ev": 0.6,
  "smiles": "SC[C@H](Cl)C1CNC1",
  "fmax_ha_per_bohr": 0.14663,
  "spin_multiplicity": 1
}


No. 4
{
  "formula": "C5H10N",
  "method": "ωB97M-V with the def2-TZVPD basis set",
  "species": ["C", "C", "C", "C", "C", "N", "H", "H", "H", "H", "H", "H", "H", "H", "H", "H"],
  "xyz": [[-2.067, 0.009, -0.239], [-3.414, 0.105, -0.570], [1.768, 1.161, -0.389], [1.994, -0.813, 1.129], [1.853, -0.298, -0.238], [-0.917, 0.081, 0.019], [-3.764, -0.843, -1.078], [-4.018, 0.153, 0.302], [-3.569, 0.917, -1.246], [1.647, 1.508, -1.436], [2.256, 1.522, 0.467], [0.348, 0.375, 0.033], [2.637, -0.215, 1.680], [1.051, -0.986, 1.624], [2.488, -1.855, 0.995], [1.707, -0.821, -1.053]],
  "atomic_forces_ev_per_a": [[6.3383, 0.7237, 1.3457], [-1.8598, -2.2331, -1.2772], [0.3703, -6.3117, -1.4023], [0.9943, -4.0912, -1.7376], [-0.4267, 7.9441, 3.1240], [-3.8277, -0.2738, -0.6730], [0.5286, 0.9052, 0.3235], [-0.5215, 0.4460, 0.8796], [-0.1902, 0.7164, -0.3522], [0.1590, 0.4397, 1.2315], [-0.0980, 1.9977, 0.8077], [-0.4361, 0.1998, -0.6806], [1.0205, 1.1549, 1.3270], [-0.3696, -0.0216, 0.1959], [-0.7629, 1.5648, 0.6973], [-0.9186, -3.1609, -3.8096]],
  "lowdin_charge": [-0.0873, -0.0083, 0.0671, -0.0790, -0.1648, 0.2494, 0.1447, 0.1042, 0.1096, 0.1065, 0.0669, 0.1424, 0.0646, 0.0853, 0.1372, 0.0616],
  "total_charge": 1,
  "lumo_ev": -4.0,
  "fmax_ha_per_bohr": 0.16621,
  "spin_multiplicity": 1
}


No. 5
{
  "formula": "C31H57AsBrGeN4S3Si2Ti",
  "method": "ωB97M-V with the def2-TZVPD basis set",
  "species": ["Ti", "S", "C", "N", "C", "C", "C", "C", "C", "C", "S", "H", "H", "H", "H", "C", "Si", "C", "C", "As", "Si", "C", "C", "C", "H", "H", "H", "H", "H", "H", "H", "H", "H", "H", "H", "H", "H", "H", "H", "H", "H", "H", "C", "C", "C", "C", "Ge", "C", "C", "C", "C", "H", "H", "H", "H", "H", "H", "H", "H", "H", "H", "H", "H", "H", "H", "H", "H", "H", "H", "H", "C", "C", "N", "C", "S", "N", "C", "C", "H", "H", "H", "H", "H", "H", "H", "H", "H", "H", "H", "H", "Br", "C", "C", "C", "C", "N", "C", "H", "H", "H", "H"],
  "xyz": [[-0.037, -0.249, 0.246], [0.010, -0.405, 2.693], [1.659, -0.517, 2.176], [1.907, -0.283, 0.899], [3.277, -0.264, 0.624], [3.884, 0.091, -0.575], [5.264, 0.084, -0.637], [6.035, -0.270, 0.475], [5.440, -0.598, 1.678], [4.052, -0.577, 1.742], [3.033, -0.843, 3.136], [3.284, 0.382, -1.428], [5.759, 0.364, -1.557], [7.113, -0.271, 0.398], [6.038, -0.847, 2.545], [-1.567, 2.242, -3.539], [-0.131, 1.191, -4.087], [1.377, 2.173, -4.556], [-0.672, 0.044, -5.450], [0.552, -0.210, -2.240], [1.873, -2.023, -3.155], [2.999, -1.266, -4.430], [2.851, -2.858, -1.807], [0.617, -3.188, -3.895], [-1.773, 2.964, -4.335], [-1.373, 2.809, -2.629], [-2.473, 1.648, -3.405], [1.139, 2.799, -5.420], [2.205, 1.522, -4.839], [1.711, 2.827, -3.751], [-0.989, 0.656, -6.299], [-1.524, -0.570, -5.154], [0.126, -0.611, -5.801], [3.656, -0.513, -3.991], [2.455, -0.810, -5.258], [3.634, -2.052, -4.848], [3.774, -2.322, -1.590], [3.122, -3.856, -2.165], [2.297, -2.988, -0.877], [-0.111, -2.686, -4.531], [0.083, -3.724, -3.109], [1.144, -3.924, -4.509], [-3.398, 4.245, 3.279], [-3.104, 4.060, 1.797], [-1.700, 3.520, 1.544], [-1.421, 3.259, 0.066], [0.321, 2.384, -0.238], [1.735, 2.957, 1.010], [2.318, 4.332, 0.665], [1.381, 5.507, 0.916], [2.043, 6.845, 0.613], [-4.401, 4.638, 3.442], [-2.692, 4.941, 3.735], [-3.317, 3.298, 3.820], [-3.220, 5.011, 1.270], [-3.838, 3.379, 1.350], [-1.548, 2.607, 2.133], [-0.968, 4.232, 1.932], [-1.391, 4.203, -0.485], [-2.219, 2.665, -0.388], [0.803, 2.722, -1.662], [2.525, 2.208, 0.969], [1.329, 2.943, 2.026], [2.643, 4.345, -0.381], [3.225, 4.476, 1.260], [1.053, 5.486, 1.960], [0.479, 5.404, 0.303], [2.924, 6.994, 1.239], [1.362, 7.676, 0.793], [2.364, 6.896, -0.429], [-3.129, -4.927, 2.960], [-2.999, -3.424, 2.751], [-1.900, -3.063, 1.853], [-1.930, -3.104, 0.530], [-0.513, -2.685, -0.397], [-3.041, -3.479, -0.092], [-3.204, -3.649, -1.542], [-2.766, -5.025, -2.013], [-3.959, -5.137, 3.632], [-2.220, -5.331, 3.405], [-3.308, -5.460, 2.025], [-2.796, -2.927, 3.698], [-3.925, -2.987, 2.366], [-1.024, -2.769, 2.261], [-3.788, -3.846, 0.480], [-2.631, -2.866, -2.036], [-4.258, -3.476, -1.757], [-1.708, -5.185, -1.806], [-2.924, -5.116, -3.088], [-3.339, -5.811, -1.522], [-5.031, -0.156, -2.756], [-4.241, 0.052, -1.066], [-5.007, 0.310, 0.062], [-4.355, 0.426, 1.278], [-2.980, 0.291, 1.327], [-2.240, 0.059, 0.233], [-2.871, -0.063, -0.945], [-6.081, 0.416, -0.012], [-4.905, 0.628, 2.187], [-2.454, 0.379, 2.266], [-2.257, -0.268, -1.811]],
  "atomic_forces_ev_per_a": [[-0.2412, -0.3386, 0.0797], [-0.0048, 0.0679, -0.0171], [0.0210, 0.0126, 0.0213], [0.0842, 0.0185, 0.0379], [0.0010, 0.0086, 0.0053], [0.0011, 0.0328, 0.0188], [-0.0056, 0.0052, 0.0023], [-0.0019, 0.0012, -0.0041], [0.0036, -0.0072, 0.0024], [-0.0021, -0.0149, -0.0013], [0.0045, 0.0195, -0.0030], [0.0035, 0.0027, -0.0017], [0.0017, -0.0005, -0.0002], [0.0001, 0.0004, -0.0001], [0.0004, 0.0003, 0.0000], [0.0027, 0.0076, -0.0014], [0.0024, 0.0145, 0.0272], [0.0037, -0.0099, 0.0102], [0.0033, -0.0187, 0.0173], [0.0321, 0.0440, -0.1556], [0.0200, -0.0086, 0.0082], [-0.0079, 0.0042, 0.0019], [0.0037, -0.0038, -0.0177], [-0.0024, 0.0080, 0.0161], [-0.0102, -0.0035, -0.0039], [-0.0100, -0.0144, -0.0490], [-0.0102, -0.0067, 0.0116], [-0.0143, -0.0029, -0.0020], [-0.0006, 0.0186, -0.0025], [0.0000, 0.0066, -0.0006], [-0.0026, -0.0003, 0.0010], [0.0034, -0.0112, -0.0015], [0.0025, -0.0092, 0.0014], [0.0041, 0.0015, -0.0057], [0.0026, -0.0085, 0.0018], [-0.0012, -0.0063, 0.0049], [-0.0177, -0.0231, 0.0030], [-0.0020, -0.0003, -0.0121], [-0.0211, -0.0008, 0.0067], [-0.0122, 0.0185, -0.0281], [-0.0052, 0.0087, -0.0124], [0.0083, 0.0010, 0.0030], [0.0012, -0.0104, 0.0046], [-0.0054, -0.0066, 0.0009], [0.0003, -0.0128, -0.0016], [-0.0088, 0.0089, -0.0039], [0.0723, 0.0178, -0.0842], [0.0124, -0.0332, 0.0300], [-0.0002, -0.0043, -0.0059], [0.0134, -0.0076, -0.0036], [-0.0078, -0.0034, -0.0013], [0.0006, 0.0011, 0.0004], [-0.0013, 0.0037, -0.0007], [-0.0012, 0.0074, -0.0074], [0.0003, 0.0031, -0.0009], [-0.0023, -0.0101, -0.0002], [-0.0224, -0.0725, 0.0172], [-0.0022, -0.0016, -0.0007], [-0.0011, 0.0015, -0.0161], [-0.0064, 0.0144, 0.0319], [0.0511, 0.0482, 0.0286], [0.0021, 0.0171, 0.0118], [-0.0005, 0.0030, -0.0056], [0.0070, -0.0062, 0.0007], [-0.0039, 0.0030, 0.0081], [-0.0007, 0.0032, -0.0023], [-0.0239, -0.0106, -0.0123], [0.0012, -0.0003, 0.0002], [0.0024, 0.0011, 0.0006], [0.0007, 0.0010, -0.0007], [0.0012, 0.0108, -0.0016], [-0.0027, -0.0060, 0.0007], [0.0085, 0.0074, 0.0123], [0.0089, 0.0046, 0.0078], [0.0029, 0.1758, -0.0216], [0.0068, -0.0188, -0.0107], [0.0065, -0.0093, -0.0081], [-0.0003, 0.0049, 0.0029], [-0.0013, -0.0018, 0.0002], [-0.0014, -0.0016, -0.0007], [-0.0010, -0.0022, -0.0008], [-0.0008, 0.0003, 0.0004], [0.0002, 0.0026, -0.0004], [0.0052, 0.0006, -0.0020], [-0.0015, 0.0013, 0.0020], [-0.0043, 0.0082, -0.0007], [-0.0035, 0.0018, 0.0036], [-0.0020, -0.0028, 0.0000], [0.0010, -0.0007, -0.0015], [-0.0001, -0.0002, -0.0016], [0.0202, 0.0005, 0.0026], [-0.0175, 0.0008, -0.0040], [0.0037, -0.0022, -0.0006], [-0.0004, 0.0096, 0.0006], [-0.0035, 0.0387, -0.0077], [0.0250, -0.0255, 0.0843], [0.0161, -0.0049, -0.0103], [-0.0005, 0.0003, 0.0010], [0.0009, 0.0000, -0.0007], [0.0207, 0.0379, 0.0084], [-0.0001, 0.0011, -0.0034]],
  "mulliken_spin": [0.0273, -0.0060, -0.0050, -0.0134, -0.0390, 0.0264, 0.0146, 0.0008, 0.0000, -0.0041, 0.0008, 0.0358, 0.0006, -0.0001, -0.0001, -0.0007, 0.0308, 0.0373, 0.0067, 0.7307, -0.0390, 0.0109, 0.0041, 0.0742, -0.0013, -0.0002, 0.0002, 0.0030, -0.0086, -0.0014, -0.0010, 0.0021, 0.0046, -0.0001, 0.0018, -0.0005, 0.0013, -0.0001, -0.0001, -0.0087, -0.0187, 0.0045, 0.0005, 0.0015, 0.0016, 0.0223, 0.0239, 0.0077, -0.0006, -0.0004, -0.0001, 0.0001, 0.0000, 0.0000, 0.0002, -0.0003, 0.0010, -0.0013, -0.0002, 0.0025, 0.0120, 0.0054, 0.0000, -0.0017, 0.0006, 0.0002, -0.0002, 0.0000, 0.0000, 0.0000, 0.0000, 0.0003, 0.0005, 0.0209, 0.0076, 0.0019, -0.0017, 0.0022, -0.0001, 0.0001, 0.0000, -0.0001, 0.0006, -0.0003, -0.0005, 0.0104, -0.0002, -0.0010, 0.0002, 0.0001, -0.0005, 0.0038, 0.0036, -0.0018, 0.0090, -0.0859, -0.0481, 0.0000, -0.0001, 0.0011, 0.1326],
  "total_charge": 2,
  "lumo_ev": [-6.2, -7.0],
  "fmax_ha_per_bohr": 0.00823,
  "spin_multiplicity": 2
}


| no. | electronic energy (eV) |
| --- | --- |
| 1 | -4341.1923 |
| 2 | -8805.9479 |
| 3 | -30188.9627 |
| 4 | -6827.0677 |
| 5 | -297797.4836 |